[1]
19
Properties=species:S:1:pos:R:3:forces:R:3 method="wB97M-V/def2-TZVPD" lumo_energy_ha=0.0290 homo_lumo_gap_ev=9.86 smiles=NC[C@H](N)CCO homo_ha=-0.3333 e_above_lowest_kj_mol=341.4 total_energy_ha=-344.2550
N 0.437301 -0.317293 2.654684 -0.46 -1.69 -0.55
C -0.022069 -0.465929 1.229573 -2.38 2.53 0.18
C 0.658950 0.324870 0.094109 -0.15 2.80 -0.33
N 1.236044 1.751718 0.290992 1.56 -2.03 0.71
C -0.174662 0.661038 -1.189182 -0.22 -3.66 -1.32
C -1.296543 -0.293394 -1.599708 1.43 -0.53 -0.82
O -0.744269 -1.644222 -1.527338 0.05 -1.70 -1.06
H -0.269458 -0.590485 3.385499 0.79 0.15 -1.59
H 0.638541 0.629880 2.842293 0.35 1.22 0.06
H -0.103572 -1.462795 0.824236 0.10 -0.49 0.59
H -1.032800 0.015086 1.131660 0.08 -0.89 0.46
H 1.525217 -0.226822 -0.165289 0.75 -0.61 -0.69
H 0.963285 2.315592 1.102488 0.00 -0.73 -0.15
H 2.213267 1.417901 0.387368 -0.50 1.66 0.47
H 0.423899 0.503451 -2.144882 0.19 1.18 1.58
H -0.748856 1.557014 -1.193713 0.52 1.45 0.44
H -1.565804 0.149198 -2.574369 -0.25 -1.11 -0.10
H -2.136076 -0.166897 -0.960090 -0.91 -0.64 0.67
H -0.660965 -2.387832 -2.244985 -0.96 3.09 1.44

[2]
49
Properties=species:S:1:pos:R:3:forces:R:3 method="wB97M-V/def2-TZVPD" lumo_energy_ha=0.0189 homo_lumo_gap_ev=8.44 smiles="Cc1cnc(CN2CC(=O)N(CC(C)C)c3c(Cl)nc(N)nc32)c(C)c1Br" homo_ha=-0.2913 total_energy_ha=-4137.1285
C 3.666939 1.299039 -3.538001 -0.24 -0.86 0.14
C 2.773429 0.435129 -2.653654 0.48 0.80 -0.30
C 3.343783 -0.364722 -1.647851 -2.07 -0.06 0.33
N 2.593009 -1.113987 -0.785131 -0.19 0.65 -1.66
C 1.250471 -1.113081 -0.995025 0.31 -0.08 0.36
C 0.462273 -2.126456 -0.116943 0.49 0.47 1.28
N 0.293140 -1.692689 1.339663 0.14 0.19 -0.14
C 1.449763 -1.764914 2.289299 -0.63 1.76 -1.37
C 1.719172 -0.358499 2.899722 -0.33 -0.25 0.97
O 2.789748 -0.148804 3.424433 0.06 0.25 -0.52
N 0.649812 0.577667 3.011842 2.27 -1.35 -0.74
C 1.049715 1.978972 3.221004 0.37 0.70 0.00
C 0.604413 2.917561 2.091629 0.94 0.78 0.35
C 1.028199 4.397904 2.380390 -0.35 -1.15 1.42
C 1.148177 2.524024 0.723972 -0.19 -0.12 -0.06
C -0.639338 0.158437 2.637737 0.26 1.07 0.75
C -1.807908 0.774215 3.091608 -0.19 -0.84 -0.44
Cl -1.871670 1.973381 4.362212 0.10 -0.31 -0.42
N -2.980158 0.402380 2.615675 0.08 1.55 1.06
C -3.019980 -0.588744 1.760714 1.07 -0.27 0.93
N -4.223335 -1.003363 1.413514 -2.39 0.66 -0.42
N -2.010521 -1.326155 1.364565 1.21 -0.17 -0.66
C -0.816843 -0.939357 1.785500 1.12 -1.00 -1.24
C 0.599152 -0.298519 -1.955232 -0.49 0.08 -0.37
C -0.913447 -0.273574 -2.141402 0.89 -0.53 0.79
C 1.381958 0.499903 -2.794490 0.90 -1.18 1.17
Br 0.614114 1.574967 -4.126661 0.04 0.18 -0.22
H 3.269787 2.309165 -3.620260 0.14 0.03 0.12
H 4.670871 1.305576 -3.112445 0.00 0.15 -0.22
H 3.693151 0.882715 -4.558543 0.12 0.16 0.31
H 4.421805 -0.358758 -1.570341 0.04 -0.21 0.36
H -0.495031 -2.419879 -0.551442 -0.04 0.45 0.26
H 1.046255 -3.053184 -0.072007 0.05 0.29 -0.05
H 2.368386 -2.139271 1.793215 -0.64 0.59 0.14
H 1.262623 -2.411109 3.125790 -0.42 -0.53 0.44
H 0.696937 2.298370 4.184263 -0.68 0.37 0.27
H 2.126909 2.135363 3.381782 -0.08 -1.07 -0.54
H -0.461571 2.866421 2.086941 -0.95 0.23 -0.28
H 0.738724 4.702894 3.414103 0.06 -0.20 -0.67
H 0.512890 5.035746 1.690170 -0.07 0.49 -0.41
H 2.111981 4.534669 2.321291 -0.11 -0.08 -0.24
H 0.812874 3.210111 -0.063945 0.07 0.00 0.24
H 0.811846 1.537461 0.428304 -0.08 -0.37 -0.06
H 2.235535 2.506222 0.728495 0.18 0.06 0.00
H -4.269125 -1.946815 1.163657 -0.19 -1.38 -0.55
H -4.916538 -0.689692 2.066565 -0.43 0.03 -0.12
H -1.231236 0.602476 -2.659053 -0.10 0.61 -0.24
H -1.375059 -0.261805 -1.162296 -0.39 -0.32 0.10
H -1.236411 -1.117719 -2.743662 -0.17 -0.27 0.15

[3]
104
Properties=species:S:1:pos:R:3:forces:R:3 method="wB97M-V/def2-TZVPD" lumo_energy_ha="0.1271 / 0.1271" homo_lumo_gap_ev="5.93 / 5.93" s2=0.754 total_charge=-2 homo_ha="-0.0909 / -0.0908" e_above_lowest_kj_mol=26.2 total_energy_ha=-9252.2979 multiplicity=2
Ti 0.037902 0.583279 0.311716 0.14 0.07 -0.18
C -5.821701 -1.239886 1.343400 0.00 -0.01 0.03
C -5.097802 -0.076782 0.672418 0.00 0.09 -0.05
N -4.421261 -0.453651 -0.547858 -0.06 -0.13 0.02
C -3.168201 -0.978291 -0.604347 -0.05 -0.02 0.04
S -2.538973 -1.402826 -2.116890 -0.07 -0.06 -0.11
N -2.628468 -1.234114 0.590561 -0.08 0.06 0.00
N -1.310016 -1.154854 0.795819 -0.18 -0.08 0.12
C -0.826695 -2.097512 1.555175 0.04 -0.13 0.08
C -1.623033 -3.326589 1.846330 -0.12 0.05 0.05
C 0.464391 -1.842005 2.175552 -0.05 -0.09 0.02
C 1.170072 -2.781812 2.932537 0.08 0.08 -0.01
C 2.370075 -2.410365 3.509141 -0.05 -0.12 0.03
C 2.847765 -1.123447 3.331491 0.05 0.11 -0.01
C 2.101617 -0.255486 2.559395 -0.06 -0.06 0.00
N 0.938903 -0.597912 2.012265 -0.01 -0.02 -0.15
H -6.303866 -0.912111 2.268608 0.01 0.00 -0.01
H -5.106250 -2.027462 1.582915 0.00 0.01 0.00
H -6.589725 -1.656188 0.686895 0.01 0.00 -0.01
H -4.354520 0.340318 1.351654 0.02 -0.02 0.01
H -5.799776 0.724489 0.427987 -0.01 -0.01 0.00
H -4.914455 -0.442913 -1.424401 0.03 0.06 0.04
H -2.171097 -3.612359 0.948186 0.01 -0.01 0.00
H -2.374409 -3.133357 2.620411 0.01 0.01 0.00
H -0.995921 -4.154231 2.172596 0.01 -0.01 -0.01
H 0.786887 -3.782630 3.058586 0.00 -0.01 0.01
H 2.931301 -3.128561 4.095190 0.00 0.01 0.00
H 3.781726 -0.793196 3.763893 0.00 -0.01 0.00
H 2.414159 0.762647 2.363366 0.04 0.00 0.03
Br 7.372738 -1.732335 -3.097518 -0.04 0.02 0.02
C 5.774199 -1.688543 -4.122261 0.07 -0.41 -0.19
C 5.485159 -2.748367 -4.975173 -0.19 0.24 -0.02
C 4.326691 -2.689991 -5.742953 0.20 0.17 0.28
C 3.451428 -1.612122 -5.623461 0.04 -0.06 -0.08
C 3.763341 -0.560151 -4.762961 0.04 0.01 -0.01
C 4.930876 -0.600134 -4.018913 -0.04 0.18 0.10
N 2.367719 -1.608903 -6.565124 0.24 -0.13 -0.03
N 1.254504 -1.113786 -6.328059 -0.15 0.11 -0.16
C 0.845301 -0.655903 -5.059728 -0.13 0.03 0.03
C 0.155869 0.541036 -5.070963 -0.08 -0.04 0.15
C -0.254198 1.178668 -3.899546 0.17 -0.06 -0.06
C -0.022252 0.574528 -2.668262 -0.04 0.14 0.10
O -0.368740 1.102796 -1.546519 -0.24 0.48 -0.19
C 0.570864 -0.735699 -2.655131 0.00 -0.04 0.15
N 0.616037 -1.323136 -1.438651 0.26 0.18 0.29
C 1.114000 -2.521868 -1.340801 -0.17 -0.03 0.16
C 1.536148 -3.260744 -2.459250 0.02 -0.07 -0.08
C 1.469748 -2.692145 -3.696593 0.03 0.06 -0.04
C 1.008180 -1.361208 -3.829492 -0.08 -0.11 -0.07
H 6.161467 -3.588520 -5.051754 0.00 0.00 0.01
H 4.086521 -3.473028 -6.450578 0.00 -0.02 0.00
H 3.100598 0.289727 -4.653997 0.04 -0.07 -0.05
H 5.169672 0.210695 -3.342416 0.01 0.01 0.01
H -0.034611 0.997110 -6.035499 0.00 0.00 0.00
H -0.781636 2.122226 -3.928387 0.01 0.01 0.02
H 1.164942 -2.955090 -0.347467 0.02 0.03 -0.01
H 1.897078 -4.272285 -2.326692 0.00 0.00 -0.01
H 1.761426 -3.253672 -4.572171 0.00 -0.04 -0.04
N -2.100675 1.625463 0.396524 0.36 0.00 -0.08
C -2.842567 2.490009 0.204809 -0.01 -0.11 0.06
C -3.753740 3.542215 0.057983 -0.02 -0.03 0.00
C -4.746617 3.506154 -0.943890 -0.02 -0.02 0.01
N -5.577604 3.489358 -1.748652 -0.01 0.00 0.00
C -3.727010 4.607952 0.983455 0.00 0.03 -0.01
N -3.712741 5.483411 1.740005 -0.01 0.00 0.01
C 0.804429 1.728468 4.642933 -0.07 0.12 0.02
Si -0.248241 2.404430 3.206303 -0.08 -0.09 0.00
C -0.488103 4.231786 3.606238 -0.07 -0.07 0.03
C -1.895413 1.522519 3.427596 0.10 -0.02 0.01
N 0.390226 2.215907 1.609775 0.17 -0.34 -0.22
C 1.218346 3.228111 1.127498 0.09 -0.07 -0.16
C 2.316884 3.720692 1.855255 -0.08 0.05 -0.04
C 3.129612 4.726082 1.352077 -0.01 -0.01 0.01
C 2.891601 5.268547 0.097136 0.00 0.02 0.00
C 1.821038 4.782129 -0.647181 -0.05 -0.01 0.02
C 1.000562 3.785244 -0.147033 0.00 0.02 0.08
H 0.295961 2.031497 5.566095 0.04 0.00 0.00
H 1.815558 2.144142 4.676625 -0.01 -0.03 -0.02
H 0.879143 0.640358 4.652034 -0.03 0.00 0.00
H -1.295181 4.323883 4.339883 0.03 0.04 0.01
H -0.785997 4.805188 2.726295 -0.01 -0.03 -0.01
H 0.408360 4.692330 4.027888 0.01 -0.01 -0.04
H -2.120413 1.492283 4.499265 -0.01 -0.02 -0.01
H -1.879751 0.495937 3.049615 0.01 0.03 -0.01
H -2.707242 2.042973 2.920032 0.01 0.01 0.02
H 2.526340 3.301254 2.833712 0.01 0.00 -0.02
H 3.966059 5.077818 1.946504 0.00 0.01 -0.01
H 3.526942 6.053959 -0.294861 0.00 0.00 0.00
H 1.612257 5.189725 -1.630270 0.01 0.00 0.00
H 0.164828 3.418422 -0.730902 -0.01 -0.01 -0.01
Br 8.481314 0.420232 0.042627 0.03 -0.02 -0.01
C 6.753007 1.119594 -0.359123 0.03 0.04 -0.07
C 6.653214 2.423042 -0.821384 -0.03 -0.01 0.01
C 5.390445 2.942202 -1.074865 0.02 -0.01 0.00
C 4.256511 2.169554 -0.865793 0.00 0.00 0.00
C 4.381985 0.858453 -0.427079 0.04 0.10 0.10
C 5.641589 0.323606 -0.172752 -0.04 -0.03 -0.01
C 3.156694 0.006606 -0.157418 -0.08 -0.12 -0.43
O 3.314676 -1.193814 0.053274 0.01 -0.01 0.21
O 2.053688 0.647177 -0.204505 -0.10 0.26 0.35
H 7.543925 3.019580 -0.964757 0.00 0.01 0.00
H 5.285247 3.965896 -1.411821 0.01 -0.01 0.00
H 3.265089 2.579110 -1.014461 0.04 -0.03 -0.01
H 5.715627 -0.698388 0.172097 0.00 -0.01 0.00

[4]
69
Properties=species:S:1:pos:R:3:forces:R:3 method="wB97M-V/def2-TZVPD" lumo_energy_ha=0.0795 homo_lumo_gap_ev=9.62 total_charge=-1 homo_ha=-0.2741 e_above_lowest_kj_mol=69.6 total_energy_ha=-2066.9698
O 0.476420 -0.834314 -0.838445 0.23 0.20 0.36
C 0.137149 0.215932 -0.008926 0.00 0.61 -0.43
O -1.020991 0.245238 0.424968 -0.28 -0.51 0.23
O 1.024538 1.085553 0.152999 0.31 -0.04 0.24
H 1.413314 -0.651222 -1.004581 0.06 -0.41 -0.13
C 4.178050 2.192581 -1.770913 -0.13 -0.76 -1.30
O 4.787202 2.909230 -2.548638 0.42 -0.01 0.44
N 4.737189 1.419121 -0.778510 -0.38 0.35 0.24
N 2.849999 1.904994 -1.994077 0.99 0.17 0.49
H 5.726007 1.447995 -0.617465 -0.02 0.36 0.06
H 4.126830 1.197073 -0.008874 0.25 -0.31 0.10
H 2.322848 1.460150 -1.256567 -0.63 0.17 -0.32
H 2.516529 2.311583 -2.846902 -0.60 0.08 0.26
C 2.217706 -3.062224 1.390876 -0.60 1.43 -0.60
O 2.895834 -2.162958 0.913086 0.36 -0.07 0.56
N 1.857932 -3.125745 2.695002 0.18 -0.14 0.97
N 1.631505 -3.966876 0.553008 -0.63 -0.83 -0.49
H 1.270805 -3.830816 3.100861 0.02 -0.17 -0.29
H 2.208364 -2.449943 3.350910 0.15 0.12 -0.25
H 0.803793 -4.448337 0.872615 0.10 -0.01 0.17
H 1.449518 -3.532163 -0.340110 0.28 -0.16 -0.14
C 0.147410 4.542816 0.866314 1.88 0.50 -0.27
O 0.195542 5.730659 1.145593 -1.00 -0.05 0.29
N 0.131030 4.102080 -0.433058 -0.59 -0.20 0.33
N 0.360767 3.526007 1.749221 -0.34 -0.29 0.05
H -0.034644 4.787807 -1.142710 0.21 -0.08 -0.16
H 0.402027 3.150616 -0.620424 -0.10 0.06 -0.34
H 0.579584 2.620073 1.364912 -0.10 -0.26 0.17
H 0.305872 3.662239 2.738846 0.12 0.24 -0.01
C -3.961850 3.271446 1.211306 0.47 0.68 -0.43
O -4.297030 3.665546 0.104142 -0.01 -0.14 0.00
N -4.703223 3.594005 2.319633 -0.68 0.15 0.18
N -2.794439 2.621383 1.451325 -0.72 -0.20 0.38
H -5.567483 4.059570 2.106917 -0.04 -0.12 -0.02
H -4.637656 3.176137 3.229000 0.30 -0.17 -0.09
H -2.061511 2.667365 0.768501 0.06 -0.23 0.03
H -2.632679 2.302690 2.388731 0.56 -0.01 -0.08
C -2.862933 -0.226362 -2.846188 0.41 0.24 -0.03
O -3.865072 -0.455958 -3.501546 -0.14 -0.39 0.08
N -1.968974 -1.179323 -2.434990 -0.81 -0.28 -0.55
N -2.484881 1.040382 -2.527528 0.20 1.13 0.22
H -2.417061 -2.079980 -2.413341 0.55 -0.22 0.18
H -1.154882 -0.957125 -1.880002 -0.29 -0.29 0.06
H -3.180841 1.755101 -2.662857 -0.09 -0.09 -0.09
H -1.905598 1.203741 -1.719109 -0.02 -0.22 0.08
C -2.960197 -2.813133 1.468227 -0.56 -0.96 -1.68
O -3.671208 -3.793016 1.662771 0.06 0.29 0.51
N -3.314495 -1.752820 0.695202 0.67 0.04 1.08
N -1.638398 -2.788586 1.802603 0.41 -0.52 0.57
H -2.529080 -1.138914 0.538292 -0.58 0.75 -0.80
H -4.213150 -1.708363 0.259511 -0.01 0.15 -0.05
H -1.278069 -3.638328 2.192165 0.00 0.12 0.24
H -1.054242 -1.975274 1.741902 0.04 0.03 -0.08
C -0.347112 -0.209302 3.987361 0.43 -0.06 1.78
O -0.229675 -0.608743 5.144865 -0.12 -0.23 -0.37
N 0.722649 0.263042 3.299685 0.02 0.49 -1.55
N -1.548523 -0.149206 3.344761 0.32 0.60 -0.42
H 0.621078 0.552529 2.337446 0.01 -0.02 0.03
H 1.633248 0.437069 3.676924 -0.18 -0.24 0.63
H -1.520661 0.183421 2.387114 -0.35 -0.30 -0.09
H -2.238897 -0.820952 3.624728 -0.08 0.03 0.02
C 3.484485 -3.193227 -4.365259 1.09 0.30 0.68
O 4.602890 -3.221689 -3.880109 -0.02 0.00 0.10
N 3.172262 -3.926608 -5.452070 -0.25 -0.34 -0.61
N 2.467128 -2.457434 -3.852165 -0.80 0.27 0.33
H 2.245067 -3.901797 -5.831297 0.10 -0.11 -0.30
H 3.970524 -4.225515 -5.979519 -0.20 -0.22 -0.23
H 1.749832 -2.114477 -4.466519 -0.08 0.02 0.12
H 2.672528 -1.904429 -3.039648 0.19 0.08 -0.07

[5]
20
Properties=species:S:1:pos:R:3:forces:R:3 method="wB97M-V/def2-TZVPD" lumo_energy_ha=-0.1142 homo_lumo_gap_ev=10.19 total_charge=+1 homo_ha=-0.4886 e_above_lowest_kj_mol=280.9 total_energy_ha=-307.5146
C -1.779827 0.492650 0.321151 0.41 1.53 -0.73
C -1.368948 1.750075 -0.022144 -1.14 -0.56 0.42
N -2.154375 2.888713 0.196854 1.16 -0.82 0.77
N -0.916122 -0.661447 -0.013994 0.05 1.64 1.91
H -2.729600 0.262544 0.794582 0.27 -0.02 -0.10
H -0.430994 1.951495 -0.542322 -0.11 -0.27 0.11
H -1.577116 3.703348 0.438782 -0.49 -0.36 -0.36
H -2.805831 2.696298 0.954519 -0.19 0.42 -0.30
H -1.277282 -1.239084 -0.746283 -0.28 -0.61 -0.53
H -0.762976 -1.180539 0.874073 -0.06 -0.08 -1.02
H 0.011059 -0.276434 -0.285237 -0.41 -0.67 -0.30
C 1.763671 -1.034296 0.935570 1.17 -0.58 0.30
C 2.119260 -0.912087 -0.539167 -0.73 0.13 -0.81
C 1.450325 -1.480979 -1.574735 1.12 0.59 0.94
H 1.275794 -0.095453 1.294119 0.61 -0.65 0.13
H 1.166015 -1.922891 1.185589 -0.20 0.29 -0.33
H 2.702990 -1.257624 1.512611 -0.82 0.78 -0.39
H 2.934936 -0.188942 -0.745189 -0.52 -0.65 0.01
H 1.743199 -1.312206 -2.606971 0.03 0.03 0.19
H 0.635822 -2.183141 -1.431809 0.12 -0.13 0.11